1.
33
Properties=species:S:1:pos:R:3:forces:R:3 method="wB97M-V/def2-TZVPD" e_above_lowest_kcal_mol=63.3 total_charge=+1 lumo_ev=-3.543 gap_ev=9.4 largest_force_ha_per_bohr=0.083
N -0.205 0.558 -0.117 -0.231 -0.812 -1.294
N 0.994 1.170 -0.291 1.397 -2.471 0.437
C -2.184 -0.966 -0.459 -1.537 0.588 -1.328
C 1.372 2.421 0.324 0.311 0.895 0.089
C -2.453 0.305 0.348 -0.576 -1.070 -1.087
C 4.002 -1.298 0.398 1.893 -0.046 -0.708
C -0.975 -0.621 -1.298 -1.589 3.522 1.412
C 2.621 -0.656 0.742 0.781 -2.832 -3.127
C -1.190 0.993 0.545 -0.598 -0.006 -0.575
C -3.418 1.176 -0.402 1.089 0.603 -0.740
C -2.068 -2.151 0.441 1.884 -0.929 -1.156
C 2.099 0.183 -0.411 -1.506 -1.251 -1.450
H -2.798 0.023 1.315 -0.842 -0.059 0.886
H 4.875 -0.651 0.123 -1.199 0.518 0.010
H 2.413 2.608 -0.040 -1.018 -0.005 0.226
H 1.402 2.624 1.434 -0.426 -0.951 -0.835
H -3.045 -2.497 0.580 -1.364 -0.487 1.092
H -1.577 -2.994 -0.083 0.018 0.344 0.286
H -3.685 1.987 0.194 0.012 2.096 0.770
H -3.042 1.492 -1.403 -0.269 -0.143 0.801
H -0.470 -1.447 -1.623 2.335 -1.848 -0.334
H -3.160 -1.143 -1.116 2.368 0.467 0.801
H 2.053 -1.550 1.005 -0.695 0.538 0.131
H -1.139 0.099 -2.122 0.102 -0.375 0.569
H 4.512 -1.783 1.259 -1.094 -0.183 -0.303
H 0.701 3.105 -0.163 -0.101 1.084 0.189
H 2.816 -0.075 1.527 0.269 2.339 3.515
H 2.882 0.750 -0.786 1.673 1.176 -0.492
H -1.500 -1.923 1.336 -0.169 -0.168 0.327
H -1.313 1.927 1.024 1.039 0.921 0.927
H 1.829 -0.408 -1.316 0.102 -0.183 0.773
H -4.355 0.738 -0.495 -1.567 -1.431 -0.571
H 4.008 -1.997 -0.469 -0.492 0.160 0.760



2.
33
Properties=species:S:1:pos:R:3:forces:R:3 method="wB97M-V/def2-TZVPD" e_above_lowest_kcal_mol=88.6 total_charge=+1 s2=2.006 lumo_ev="-2.450 / -6.329" spin_multiplicity=3 gap_ev="6.6 / 7.9" largest_force_ha_per_bohr=0.143
N 0.219 0.689 -0.534 -2.158 0.690 -2.336
N 1.373 1.435 -2.498 2.157 0.634 0.607
C -0.683 -0.119 -1.369 -4.436 -3.967 4.340
C -0.208 2.099 -0.410 -1.774 -0.076 0.335
C -1.112 -2.138 -2.690 2.408 -1.335 -0.034
C 1.259 -1.113 -1.832 0.196 0.268 -1.491
C 0.215 0.720 2.150 0.883 -1.073 -1.462
C 0.939 0.360 -1.824 6.808 0.057 -0.341
C -0.195 -1.538 -1.623 -2.906 -0.166 3.124
C -0.717 -0.288 2.777 -1.597 -0.775 -0.755
C -0.857 0.054 4.231 -1.027 0.574 -0.292
C 0.785 0.186 0.751 1.402 -0.232 0.011
H 2.130 -1.446 -1.233 -0.926 -0.025 0.211
H 2.363 1.456 -2.288 0.618 0.756 -0.237
H -2.080 -2.305 -2.184 0.322 0.127 -0.972
H -1.699 -0.194 2.270 0.268 0.224 0.195
H -0.460 -2.317 -0.779 1.186 1.900 -0.566
H -1.720 0.647 4.529 -0.275 -0.256 -0.263
H -1.028 -1.440 -3.497 -0.991 0.098 -0.972
H 1.785 0.608 0.586 0.259 -0.456 0.767
H -0.587 -1.406 2.631 0.969 1.355 0.120
H -1.380 2.072 -0.357 2.216 0.437 0.140
H -0.390 1.635 2.038 0.576 -0.304 0.122
H -0.592 -3.102 -3.010 -1.210 0.976 0.246
H 0.847 -0.924 0.601 -0.144 1.038 0.890
H -1.576 0.345 -1.577 -2.067 0.635 -0.596
H 1.310 1.701 -3.457 -0.991 -0.534 -0.889
H -0.828 -0.850 4.730 -0.334 -1.657 1.634
H -0.040 0.610 4.579 1.418 0.760 0.452
H 1.106 0.955 2.814 -0.990 -0.384 -0.952
H 1.416 -1.480 -2.828 0.935 0.308 -0.846
H 0.251 2.366 0.545 -0.500 0.867 -0.644
H 0.157 2.721 -1.243 -0.294 -0.466 0.453



3.
36
Properties=species:S:1:pos:R:3:forces:R:3 method="wB97M-V/def2-TZVPD" smiles="CCN[C@](N)(CCCCCOC)C(=O)[O-]" total_charge=-1 lumo_ev=2.943 gap_ev=6.8 largest_force_ha_per_bohr=0.149
O 1.392 1.246 -3.139 2.883 -3.595 4.592
O -3.108 0.965 0.485 -1.013 -1.767 -0.120
O 3.451 -0.038 -2.759 -6.561 2.077 3.334
N 2.494 -0.081 0.293 0.037 1.119 -0.708
N 0.376 1.075 -0.546 0.273 -0.705 0.064
C 0.204 -2.030 0.381 -1.061 -0.568 -0.288
C 2.939 2.458 0.967 0.837 0.257 0.761
C 3.508 1.024 0.415 1.492 0.082 0.948
C 0.762 -1.387 -1.018 1.295 -0.046 0.200
C -3.171 -0.062 -0.567 -1.414 -1.150 -0.442
C -3.967 0.607 1.642 0.459 0.116 0.294
C -2.445 -1.483 -0.202 0.131 -0.629 -0.115
C 1.500 0.102 -0.820 -0.729 -1.439 -1.469
C 2.125 0.474 -2.288 3.065 0.919 -5.939
C -1.236 -1.397 0.897 0.666 -0.730 0.623
H -4.330 -0.309 -0.714 2.305 0.470 0.085
H -3.272 0.473 2.596 -1.491 0.412 -1.970
H -0.065 -1.300 -1.841 1.466 -0.094 1.632
H 4.142 1.246 -0.544 -1.437 -0.694 1.429
H 1.788 2.502 1.163 2.205 -0.151 -0.713
H 3.345 3.296 0.243 -1.245 -1.552 1.413
H -3.235 -2.279 0.206 1.546 1.876 -0.867
H -1.566 -2.073 1.824 0.693 1.510 -1.861
H -4.734 1.505 1.804 1.582 -2.103 -0.278
H -2.799 0.300 -1.627 -0.431 -0.135 2.568
H 3.456 2.681 2.020 -1.137 -0.462 -2.191
H 0.022 -3.186 0.174 0.355 2.261 0.407
H -0.998 -0.328 1.305 -0.759 -1.879 -1.087
H 1.601 -2.109 -1.466 -1.791 1.585 0.958
H 0.623 2.063 -0.776 -0.181 -1.455 -0.206
H -4.502 -0.422 1.469 0.799 2.070 0.268
H 2.939 -1.034 0.290 -0.577 1.698 -0.522
H 4.298 0.652 1.233 -1.692 0.678 -1.761
H 0.937 -1.964 1.291 -1.160 0.069 -1.987
H -2.053 -1.952 -1.228 -0.762 1.062 2.241
H -0.419 0.764 -1.160 1.349 0.892 0.705



4.
36
Properties=species:S:1:pos:R:3:forces:R:3 method="wB97M-V/def2-TZVPD" e_above_lowest_kcal_mol=114.0 total_charge=+1 lumo_ev="-4.042 / -3.819" gap_ev="7.3 / 8.3" largest_force_ha_per_bohr=0.084
O 1.525 1.958 1.503 3.401 1.101 0.743
O 1.381 -1.907 -1.894 -0.869 1.258 -0.330
O -0.489 -0.804 -2.678 0.958 -0.741 0.157
N -0.855 1.375 0.728 -1.080 2.869 2.206
N 1.812 1.422 -1.805 -0.356 -3.105 -2.975
C -1.372 1.739 -0.626 1.157 1.300 1.002
C 2.564 -0.228 1.329 0.392 1.727 -0.457
C 0.893 0.309 3.128 1.675 -1.967 0.494
C 0.727 -0.902 -2.107 0.263 -1.195 -0.231
C 1.323 0.603 1.655 -2.871 -2.663 -0.382
C -0.951 -2.042 -3.314 -0.628 -0.517 -0.502
C -2.075 1.122 1.687 -1.498 0.799 -1.902
C 0.107 0.309 0.720 1.759 -1.247 -1.014
C 1.175 0.406 -1.659 -0.316 1.120 2.279
C -1.695 -2.979 -2.333 1.084 1.024 2.414
H 0.317 1.149 3.539 0.360 -0.321 0.106
H -2.650 2.029 2.064 1.025 -0.671 -1.233
H -0.359 -0.702 0.686 0.406 0.874 0.170
H 3.398 0.165 1.970 -0.604 -0.921 -0.260
H -1.633 0.861 -1.087 -0.577 -2.185 -1.285
H 1.922 2.101 -1.146 0.376 2.296 2.340
H 0.328 -0.691 3.261 0.804 1.651 -0.371
H -0.369 2.296 1.086 -0.724 -2.290 -0.565
H -0.107 -2.557 -3.864 -0.814 0.604 0.966
H -2.248 -3.761 -2.856 0.266 0.064 0.152
H -0.891 -3.373 -1.627 -1.086 -0.168 -1.082
H -0.520 2.194 -1.169 -1.085 0.115 0.259
H 2.911 -0.164 0.301 -0.143 0.580 -0.220
H -2.275 2.302 -0.465 -0.019 0.802 -0.300
H 2.340 -1.253 1.396 0.018 -1.392 0.930
H -1.634 -1.662 -4.069 -0.032 -0.006 -0.048
H -1.850 0.615 2.559 1.406 -1.055 1.578
H -2.757 0.431 1.139 0.410 0.753 0.171
H 2.473 1.974 1.867 -1.811 1.293 -0.761
H 1.929 0.116 3.642 -2.165 0.741 -0.179
H -2.396 -2.449 -1.564 0.918 -0.527 -1.868



5.
36
Properties=species:S:1:pos:R:3:forces:R:3 method="wB97M-V/def2-TZVPD" e_above_lowest_kcal_mol=84.0 total_charge=+1 lumo_ev=-3.049 gap_ev=8.3 largest_force_ha_per_bohr=0.088
O 3.258 -1.253 -0.314 -1.695 -1.670 2.008
N -0.877 -0.101 -0.547 0.663 0.943 0.202
N 0.838 -2.020 1.429 0.276 -1.259 4.364
N -0.346 1.740 0.808 -1.876 -2.423 2.695
N 0.979 -1.596 -0.822 1.133 1.872 -1.413
C -0.178 -0.858 -1.270 -0.917 -1.162 0.301
C -1.833 3.441 1.612 -0.992 -1.226 2.832
C -1.840 -2.155 -2.724 1.501 -1.426 -1.502
C -0.681 -1.122 -2.638 -1.757 1.146 -0.836
C 0.838 -2.630 0.099 -1.934 -1.870 -1.386
C -0.786 2.377 2.066 -0.897 1.096 -1.145
C 1.949 -0.670 -0.200 1.006 -1.535 1.002
C 1.333 -0.680 1.234 -0.896 3.309 -1.924
C 0.592 2.400 0.029 -0.588 1.408 -2.995
C -0.561 0.402 0.720 1.982 -0.517 -1.098
H 2.046 0.245 -0.738 -0.836 0.901 -0.024
H -1.157 -0.063 1.466 -0.504 0.084 0.865
H 1.746 -0.116 2.077 0.072 -0.782 -0.197
H -2.526 3.084 0.839 -0.094 -0.337 0.714
H 1.570 2.086 0.265 1.484 -0.199 0.238
H -2.087 -2.327 -3.841 0.134 0.522 1.859
H -1.390 -3.176 -2.421 -1.193 1.441 0.006
H 0.389 2.227 -1.092 0.382 0.204 1.542
H -0.074 -2.139 1.953 0.567 0.747 -1.136
H 1.612 -3.352 -0.009 1.018 -0.277 0.297
H 0.489 3.480 0.200 0.214 -0.323 -0.149
H -0.088 -3.195 -0.084 0.094 0.310 0.268
H -2.709 -1.801 -2.165 0.141 -0.489 -0.029
H -2.334 3.788 2.590 0.345 -0.195 -1.835
H 1.444 -2.510 2.146 -0.182 0.094 -1.357
H -1.252 1.686 2.795 0.490 0.053 -0.684
H 0.052 2.904 2.532 -0.016 -0.247 0.149
H -1.061 -0.144 -3.021 0.058 -0.620 0.392
H -1.346 4.233 1.155 0.995 1.804 -0.575
H 3.921 -0.810 -0.797 0.616 1.256 -1.021
H 0.071 -1.372 -3.334 1.204 -0.632 -0.428



6.
37
Properties=species:S:1:pos:R:3:forces:R:3 method="wB97M-V/def2-TZVPD" smiles="CNCN1C[C@H](CCCCOC=O)NC1=[NH2+]" e_above_lowest_kcal_mol=20.4 total_charge=+1 lumo_ev=-3.693 gap_ev=9.1 largest_force_ha_per_bohr=0.076
O -4.762 3.132 -0.072 -1.157 2.183 1.983
O -5.106 1.059 -0.844 0.627 -0.191 0.117
N 2.094 -0.427 -0.162 1.631 2.596 -2.129
N 0.559 -1.852 -0.651 -0.351 0.968 -1.391
N 2.108 -1.299 -2.409 0.583 -0.421 -0.604
N 4.005 0.524 0.896 0.209 0.277 -0.356
C 1.651 -1.183 -1.161 -1.525 -0.877 2.661
C 5.105 1.518 0.741 -0.578 -0.276 0.794
C -2.612 -1.292 0.787 0.570 0.825 0.362
C -0.125 -0.845 0.211 -0.560 1.207 -0.386
C 1.026 0.051 0.741 0.495 -3.653 1.263
C -4.435 2.247 -0.744 1.020 -1.321 -1.820
C -3.037 0.096 0.220 -0.247 -1.320 -0.247
C -4.570 0.046 0.027 0.133 -0.283 0.082
C 3.277 0.406 -0.366 1.018 0.422 0.788
C -1.131 -1.354 1.253 -0.206 0.111 -0.067
H -0.907 -2.390 1.555 0.175 0.324 -0.225
H -2.693 0.883 0.905 -0.151 0.011 -0.356
H 5.678 1.487 1.677 0.041 0.069 -0.394
H -0.558 -0.179 -0.560 -0.736 -0.310 0.641
H -2.759 -2.076 0.031 -0.347 0.159 0.310
H 3.062 -1.535 -2.648 -0.080 0.437 0.175
H 3.972 -0.084 -1.062 -0.400 0.103 0.078
H 3.406 0.936 1.610 -0.110 -0.299 -0.112
H -0.073 -2.250 -1.343 0.259 -0.200 0.096
H -2.590 0.180 -0.784 -0.054 0.422 0.368
H -1.000 -0.757 2.171 -0.112 -0.054 -0.334
H 1.481 -1.075 -3.171 0.000 -0.533 0.129
H 4.656 2.523 0.657 0.525 -0.121 -0.373
H 1.333 -0.379 1.712 -0.313 0.827 0.069
H -5.105 0.080 0.989 0.257 0.115 -0.198
H -4.801 -0.923 -0.439 -0.094 0.393 0.043
H -3.230 -1.452 1.685 0.096 -0.469 -0.423
H 0.813 1.121 0.803 0.328 -0.197 -0.457
H -3.544 2.381 -1.396 -0.271 -0.621 -0.101
H 5.759 1.260 -0.098 -0.205 0.152 0.154
H 3.053 1.421 -0.759 -0.471 -0.453 -0.140



7.
36
Properties=species:S:1:pos:R:3:forces:R:3 method="wB97M-V/def2-TZVPD" smiles=C1COCCOCCOCCOCCN1 e_above_lowest_kcal_mol=68.4 lumo_ev=0.947 gap_ev=9.2 largest_force_ha_per_bohr=0.081
O 1.971 2.132 0.756 -0.494 1.433 0.646
O -0.270 -1.320 -0.086 -1.536 -0.968 0.918
O -0.779 1.317 -0.517 -1.644 1.025 -0.180
O -3.170 -0.453 0.290 -0.177 -0.525 0.778
N 2.729 -1.231 -0.645 0.657 0.491 -0.284
C 1.083 2.779 -0.181 0.179 -3.015 0.223
C -2.224 1.388 -0.869 2.202 0.524 -0.310
C 1.901 -2.280 -0.089 0.653 -0.073 0.646
C 2.251 0.167 -0.521 0.834 -0.391 -1.868
C 0.505 -2.378 -0.589 -0.256 1.850 -3.732
C -2.726 -0.037 -1.002 0.317 1.155 1.260
C -2.145 -0.607 1.277 -0.615 -2.243 -0.079
C -1.235 -1.820 0.912 1.323 2.291 -0.250
C 1.923 0.753 0.874 -1.950 -1.533 -1.622
C -0.351 2.502 0.205 0.043 -2.096 -1.631
H 1.734 -2.050 0.965 0.082 -0.459 0.649
H 1.416 0.205 -1.320 0.896 0.427 1.821
H -2.229 1.986 -1.795 -0.422 -0.373 0.003
H 2.410 -3.262 -0.157 -0.112 0.601 -0.101
H -1.916 -0.670 -1.367 -0.264 0.052 -0.253
H 3.095 0.833 -0.928 -1.087 -0.996 0.441
H -2.561 -0.700 2.312 -0.383 -0.478 -1.096
H 0.108 -3.322 -0.439 -0.904 -1.993 1.213
H -1.089 3.256 0.101 -0.293 1.267 -0.518
H 1.326 2.277 -1.162 -0.601 1.472 0.539
H -0.580 -2.095 1.723 -0.165 -0.298 0.934
H 0.311 -2.322 -1.733 1.220 0.141 1.316
H 2.595 0.543 1.652 1.570 -0.616 0.656
H -0.379 2.196 1.207 0.178 -0.042 1.923
H 3.683 -1.304 -0.293 -0.446 -0.064 -0.013
H -2.769 1.973 -0.106 0.038 -0.545 -0.139
H 1.312 3.782 -0.026 0.535 1.822 -0.509
H -1.579 0.270 1.378 1.221 1.148 -0.297
H -3.608 -0.031 -1.612 -0.384 -0.313 -0.450
H 0.979 0.235 1.241 0.370 1.287 -0.472
H -1.725 -2.712 0.544 -0.585 0.035 -0.159



Listing DFT total energy for the structures above in their given order: -502.7673 -502.5739 -728.6842 -728.4403 -687.5183 -762.8462 -749.1913 Eh.